Below is a molecular structure, C23H23AsCoN2O3 at a distorted geometry, with properties calculated with ωB97M-V with the def2-TZVPD basis set.

Its HOMO-LUMO gap (spin up / spin down) is 5.6461 / 5.3177 eV. The value obtained for the molar mass is 509.30 g mol⁻¹.

```
! wB97M-V def2-TZVPD RIJCOSX def2/J DEFGRID3
* xyz 1 1
Co 0.15 -0.22 0.73
O 4.48 -0.28 0.08
C 4.38 -0.21 -1.26
C 5.55 -0.35 -1.99
C 5.52 -0.31 -3.37
C 4.32 -0.12 -4.06
C 3.15 0.03 -3.35
C 3.16 -0.01 -1.94
C 1.91 0.14 -1.21
O 1.90 -0.01 0.08
N 0.80 0.45 -1.87
N -0.23 0.49 -1.01
C -1.33 1.09 -1.38
C -2.49 1.19 -0.60
C -3.62 1.84 -1.14
C -4.75 2.00 -0.41
C -4.79 1.51 0.92
C -3.72 0.88 1.48
C -2.54 0.70 0.74
O -1.53 0.10 1.31
H 3.60 -0.20 0.47
H 6.48 -0.50 -1.45
H 6.44 -0.44 -3.92
H 4.31 -0.09 -5.14
H 2.21 0.19 -3.86
H -1.32 1.56 -2.37
H -3.57 2.21 -2.16
H -5.61 2.50 -0.83
H -5.69 1.64 1.52
H -3.74 0.50 2.50
C -2.06 -3.04 1.05
As -0.21 -2.59 0.70
C 0.63 -3.21 2.33
C 0.35 -3.88 -0.67
C 0.02 -5.28 -0.26
C 0.90 -6.02 0.52
C 0.59 -7.32 0.91
C -0.62 -7.88 0.53
C -1.51 -7.16 -0.26
C -1.19 -5.86 -0.65
H -2.12 -4.08 1.34
H -2.67 -2.86 0.17
H -2.41 -2.40 1.86
H 0.33 -4.23 2.55
H 0.32 -2.55 3.15
H 1.72 -3.15 2.24
H 1.42 -3.73 -0.81
H -0.16 -3.58 -1.58
H 1.86 -5.59 0.81
H 1.29 -7.89 1.51
H -0.87 -8.89 0.84
H -2.44 -7.60 -0.58
H -1.88 -5.30 -1.27
*
```

***

Below is 3 unconnected molecules or ions with the total composition C4H12NO2 at a distorted geometry, with properties calculated with ωB97M-V with the def2-TZVPD basis set.

Its HOMO-LUMO gap is 3.7760 eV. The value obtained for the molar mass is 106.14 g mol⁻¹. For the energy relative to the best compared isomer or geometry (same formula, charge and spin), the calculation gives 7.3105 eV.

```
! wB97M-V def2-TZVPD RIJCOSX def2/J DEFGRID3
* xyz 1 1
O 0.53 -0.79 -0.17
C 1.05 -1.90 0.14
C 0.48 -3.11 -0.24
N -2.03 0.48 0.99
C -1.33 1.66 0.51
C 0.11 1.82 0.90
H 2.08 -1.86 0.49
H -0.40 -3.15 -0.87
H 1.13 -3.95 -0.05
H -2.32 0.41 1.95
H -1.72 -0.38 0.55
H -1.93 2.51 0.88
H -1.42 1.62 -0.57
H 0.69 2.56 0.35
H 0.74 0.93 0.66
H 0.18 2.10 1.96
H 0.95 0.40 -1.41
H 1.37 0.98 -2.74
O 1.12 1.26 -1.85
*
```

***

Below is C5H9NS in the gas phase at a distorted geometry, with properties calculated with ωB97M-V with the def2-TZVPD basis set.

Its HOMO-LUMO gap is 9.6415 eV. The value obtained for the molar mass is 115.20 g mol⁻¹. As for the SMILES: C[C@@]12CNC[C@@H]1S2. For the energy relative to the best compared isomer or geometry (same formula, charge and spin), the calculation gives 1.0049 eV.

```
! wB97M-V def2-TZVPD RIJCOSX def2/J DEFGRID3
* xyz 0 1
C -1.60 1.17 0.32
C -0.70 0.09 -0.20
C 0.54 0.52 -1.00
C 1.22 -1.29 0.29
C -0.18 -1.07 0.67
H -2.40 0.72 0.96
H -2.01 1.76 -0.56
H -1.08 1.91 0.97
H 0.63 1.62 -1.18
H 0.53 0.16 -2.05
H 2.01 0.58 0.37
H 1.38 -2.05 -0.42
H 1.89 -1.49 1.13
H -0.52 -0.99 1.68
N 1.75 -0.09 -0.37
S -1.43 -1.56 -0.60
*
```

***

Below is a molecular structure, C24H48GeN3S4SbSi4TeW at a distorted geometry, with properties calculated with ωB97M-V with the def2-TZVPD basis set.

Its HOMO-LUMO gap is 4.3287 eV. The value obtained for the molar mass is 1125.09 g mol⁻¹. For the energy relative to the best compared isomer or geometry (same formula, charge and spin), the calculation gives 7.2229 eV.

```
! wB97M-V def2-TZVPD RIJCOSX def2/J DEFGRID3
* xyz -2 1
W 2.31 -1.50 -1.02
S 3.87 2.59 -2.45
Sb 3.19 0.84 -1.14
S 4.63 -1.10 -1.02
S 2.21 -1.27 -3.23
S 3.07 1.69 1.01
C 0.34 -2.74 -1.06
H 0.52 -3.84 -1.13
H -0.26 -2.52 -1.98
H -0.42 -2.66 -0.25
C -3.72 -0.70 -0.14
Si -3.42 0.73 -1.39
C -3.26 -0.13 -3.11
C -5.16 1.61 -1.51
Si -1.32 1.82 -0.87
Te 0.52 0.31 -1.08
Si -1.13 3.60 -2.46
C -0.91 2.76 -4.17
C 0.46 4.61 -2.10
C -2.62 4.84 -2.58
Si -1.79 2.88 1.22
C -3.40 3.96 1.31
C -0.33 4.01 1.74
C -1.94 1.61 2.66
H -4.42 -1.45 -0.49
H -4.05 -0.34 0.82
H -2.76 -1.18 0.01
H -3.87 -1.02 -3.21
H -2.21 -0.42 -3.21
H -3.49 0.53 -3.93
H -5.94 0.91 -1.80
H -5.13 2.41 -2.24
H -5.44 2.05 -0.56
H -0.28 1.89 -3.99
H -0.40 3.39 -4.90
H -1.84 2.42 -4.59
H 1.29 3.91 -2.03
H 0.40 5.13 -1.15
H 0.71 5.33 -2.87
H -3.55 4.29 -2.68
H -2.53 5.52 -3.42
H -2.69 5.43 -1.68
H -3.39 4.70 0.52
H -3.49 4.48 2.26
H -4.28 3.35 1.17
H -0.31 4.93 1.17
H 0.59 3.48 1.53
H -0.34 4.26 2.79
H -2.74 0.90 2.50
H -2.09 2.06 3.64
H -1.01 1.05 2.71
C 1.96 -4.26 -3.70
Ge 3.48 -3.51 -2.55
C 4.97 -2.70 -3.72
C 4.42 -5.32 -2.53
C 3.07 -3.45 -0.52
H 2.30 -4.28 -4.74
H 1.01 -3.72 -3.69
H 1.77 -5.29 -3.40
H 4.89 -3.17 -4.70
H 5.93 -2.98 -3.29
H 4.97 -1.62 -3.87
H 4.63 -5.66 -3.54
H 3.79 -6.07 -2.07
H 5.36 -5.32 -1.99
H 4.08 -3.54 -0.05
H 2.58 -4.44 -0.33
N -2.44 -1.21 8.90
C -1.78 -1.14 7.94
C -0.98 -1.11 6.81
C 0.43 -0.98 6.91
C 1.23 -1.01 5.81
C 0.68 -1.20 4.51
C -0.73 -1.29 4.41
C -1.53 -1.25 5.51
N 1.48 -1.28 3.39
C 2.86 -1.29 3.32
C 3.21 -1.32 2.01
N 2.09 -1.35 1.21
C 1.05 -1.31 2.10
H 0.85 -0.82 7.90
H 2.29 -0.88 5.94
H -1.19 -1.40 3.44
H -2.60 -1.31 5.41
H 3.50 -1.28 4.18
H 4.20 -1.29 1.59
H 0.02 -1.34 1.80
*
```